1.
76
Properties=species:S:1:pos:R:3:forces:R:3 method="wB97M-V/def2-TZVPD" gap_ev="7.09 / 3.83" homo_ev="-16.79 / -16.63" total_charge=+3 spin_multiplicity=2 de_lowest_kcal_mol=46.1
Sc -0.6920 0.7784 0.9572 0.8 0.4 0.0
O 2.9531 0.3446 -0.7541 -0.1 0.0 0.0
S 2.4035 0.5996 0.5754 -0.1 0.0 0.1
C 2.7203 2.2678 1.1034 0.0 -0.1 0.0
C 3.8189 2.5688 1.8936 0.0 0.0 0.0
C 4.0432 3.9015 2.2195 0.0 0.0 0.0
C 3.1825 4.8908 1.7650 0.0 0.0 0.0
C 2.0821 4.5703 0.9743 0.0 0.0 0.0
C 1.8433 3.2480 0.6235 0.0 0.0 0.0
P 0.4262 2.7464 -0.3911 0.1 0.2 -0.1
C -0.8905 3.9411 -0.1676 0.0 0.0 0.0
C -1.1499 4.9472 -1.0954 0.0 0.0 0.0
C -2.2062 5.8200 -0.8716 0.0 0.0 0.0
C -3.0068 5.6819 0.2548 0.0 0.0 0.0
C -2.7686 4.6654 1.1755 0.0 0.0 0.0
C -1.7124 3.8015 0.9563 0.0 -0.1 -0.1
C 0.9218 2.6409 -2.0996 0.0 0.0 0.0
C 2.1348 3.1745 -2.5366 0.0 0.0 0.0
C 2.4516 3.1161 -3.8840 0.0 0.0 0.0
C 1.5704 2.5264 -4.7820 0.0 0.0 0.0
C 0.3636 1.9906 -4.3446 0.0 0.0 0.0
C 0.0344 2.0448 -3.0027 0.0 0.0 0.0
C 3.1084 -0.4835 1.7670 0.0 0.0 -0.1
C 4.4198 -0.9067 1.5734 0.0 0.0 0.0
C 4.9921 -1.7048 2.5534 0.0 0.0 0.0
C 4.2591 -2.0674 3.6774 0.0 0.0 0.0
C 2.9367 -1.6594 3.8317 0.0 0.0 0.0
C 2.3369 -0.8681 2.8597 0.0 0.0 0.0
P 0.5948 -0.3865 2.9886 0.4 -0.2 0.4
C -0.3499 -1.8615 3.3320 -0.1 0.2 0.0
C -1.5500 -1.7482 4.0516 -0.1 0.0 0.0
C -2.3285 -2.8712 4.2576 0.0 0.0 0.0
C -1.9331 -4.0979 3.7310 0.0 0.0 0.0
C -0.7576 -4.2078 2.9938 0.1 0.0 0.0
C 0.0328 -3.0934 2.7828 0.0 0.0 0.0
C 0.3764 0.8158 4.3013 -0.1 -0.1 -0.1
C 0.3897 2.1690 3.9495 0.0 0.1 -0.1
C 0.2172 3.1471 4.9158 0.0 0.0 0.0
C 0.0414 2.7700 6.2408 0.0 0.0 0.0
C 0.0315 1.4248 6.5984 0.0 0.0 0.0
C 0.1879 0.4431 5.6346 0.0 0.0 0.0
H 4.4822 1.7965 2.2590 0.0 0.0 0.0
H 4.8932 4.1617 2.8359 0.0 0.0 0.0
H 3.3676 5.9242 2.0276 0.0 0.0 0.0
H 1.4118 5.3492 0.6315 0.0 0.0 0.0
H -0.5392 5.0449 -1.9844 0.0 0.0 0.0
H -2.4089 6.6086 -1.5836 0.0 0.0 0.0
H -3.8312 6.3638 0.4150 0.0 0.0 0.0
H -3.4037 4.5530 2.0436 0.0 0.0 0.0
H -1.5381 3.0122 1.6986 0.1 0.1 0.1
H 2.8263 3.6327 -1.8404 0.0 0.0 0.0
H 3.3853 3.5330 -4.2355 0.0 0.0 0.0
H 1.8253 2.4845 -5.8325 0.0 0.0 0.0
H -0.3166 1.5348 -5.0509 0.0 0.0 0.0
H -0.9148 1.6420 -2.6655 0.0 0.0 0.0
H 4.9717 -0.6199 0.6872 0.0 0.0 0.0
H 6.0115 -2.0471 2.4347 0.0 0.0 0.0
H 4.7112 -2.6980 4.4317 0.0 0.0 0.0
H 2.3689 -1.9894 4.6928 0.0 0.0 0.0
H -1.8609 -0.7965 4.4650 0.0 0.0 0.0
H -3.2426 -2.7968 4.8307 0.0 0.0 0.0
H -2.5457 -4.9744 3.8958 0.0 0.0 0.0
H -0.4593 -5.1650 2.5886 0.0 0.0 0.0
H 0.9451 -3.1855 2.2067 0.0 0.0 0.0
H 0.5863 2.4772 2.9215 0.0 0.0 0.0
H 0.2241 4.1941 4.6434 0.0 0.0 0.0
H -0.0897 3.5274 7.0021 0.0 0.0 0.0
H -0.1052 1.1428 7.6337 0.0 0.0 0.0
H 0.1550 -0.6017 5.9175 0.0 0.0 0.0
F -1.3073 -0.9232 0.1485 -0.1 -0.3 -0.1
P -3.0783 -0.4079 0.1441 0.1 0.2 0.0
F -4.4108 0.3144 0.3183 0.0 0.0 0.0
F -3.3713 -1.6813 0.9410 0.0 -0.1 0.0
F -2.3159 0.9997 -0.4248 -0.3 -0.1 -0.2
F -2.4884 0.3288 1.7137 -0.5 -0.1 0.0
F -3.2128 -0.9597 -1.2720 0.0 0.0 0.0

***

2.
52
Properties=species:S:1:pos:R:3:forces:R:3 method="wB97M-V/def2-TZVPD" gap_ev="5.93 / 7.11" homo_ev="-10.98 / -11.02" total_charge=+1 spin_multiplicity=2
V 0.3687 -0.4048 1.2867 -0.5 -0.5 0.3
N 2.3941 -0.2185 5.3165 0.7 1.4 0.1
C 1.7870 -0.4889 4.1787 -0.7 -0.9 -1.0
S 1.8447 0.6242 2.8517 -0.2 0.2 -0.6
N 1.2039 -1.6507 4.1149 -0.9 0.1 -0.4
N 0.4255 -1.7624 2.9981 0.3 -0.4 -0.5
C -0.2758 -2.8430 2.9507 0.6 0.8 0.4
C -1.0807 -3.1055 1.7924 -0.1 -0.5 0.0
C -1.8193 -4.2972 1.6298 1.0 1.5 -0.9
C -2.4765 -4.4249 0.4138 -0.5 -0.4 0.6
C -2.5099 -3.3875 -0.4823 -0.2 0.6 -0.8
C -1.7652 -2.2523 -0.2153 0.1 0.9 -0.8
N -1.0088 -2.1163 0.8699 -0.5 -0.1 0.3
H 2.6670 0.7477 5.4394 0.1 -0.4 0.5
H 2.0752 -0.7880 6.0707 0.2 0.0 0.7
H -0.2062 -3.4431 3.8299 -0.2 -0.8 0.3
H -1.7517 -5.0910 2.3512 -0.1 0.0 0.2
H -3.0388 -5.3103 0.2001 -0.2 -0.4 -0.1
H -3.1171 -3.4166 -1.4037 0.5 -0.1 0.6
H -1.7571 -1.4133 -0.9300 0.0 -0.5 0.5
C -0.8937 -2.1034 -4.1757 0.0 -0.7 -0.9
C 0.2199 -1.3567 -3.4734 -1.4 -1.4 -0.4
C 0.9195 -0.3496 -4.0227 0.2 1.9 -2.3
C 1.8474 0.3220 -3.2767 1.4 1.7 -0.2
N 2.0877 0.0453 -2.0193 -0.1 -1.4 1.1
C 1.4311 -1.0466 -1.5733 -0.1 0.5 -0.9
S 1.8185 -1.5974 0.0617 0.1 -0.1 0.3
N 0.5327 -1.7598 -2.2582 0.5 -0.1 1.9
H -1.2930 -1.6330 -5.0921 0.8 -0.1 0.2
H -1.7947 -2.2035 -3.5989 -0.2 0.1 0.9
H -0.6129 -3.1665 -4.3924 0.1 1.0 0.0
H 0.7414 0.0385 -5.0238 -0.1 -0.4 0.1
H 2.4620 1.1748 -3.6800 -0.9 -0.9 0.2
C -0.0430 3.3201 -2.3500 -0.4 0.8 0.4
C -1.3417 2.5166 -2.2433 0.5 0.0 0.3
O -1.7921 2.3115 -0.8614 -0.1 0.1 -0.5
P -0.8452 2.0657 0.3438 0.7 -0.2 0.1
O 0.2638 1.0036 -0.0151 -0.1 0.1 0.5
Te -2.0125 0.9840 2.0648 0.1 -0.2 0.4
O -0.1400 3.4462 0.5812 0.7 -0.1 0.7
C 1.2302 3.6456 1.2126 -1.5 -0.6 0.0
C 1.0966 4.2128 2.5998 0.2 -1.0 0.7
H 0.2350 3.3760 -3.3918 0.2 -0.2 -0.4
H 0.8012 2.9081 -1.7671 -0.5 -0.1 -0.4
H -0.1867 4.3655 -2.0284 0.0 -0.4 0.0
H -1.1707 1.5327 -2.6670 -0.1 -0.3 0.0
H -2.2231 2.9416 -2.7335 0.5 0.2 0.1
H 1.6610 4.3564 0.5519 0.5 0.5 -0.6
H 1.7577 2.7002 1.1703 0.1 -0.1 -0.1
H 0.4945 5.1206 2.5072 0.2 -0.1 0.5
H 2.1354 4.4205 2.9644 -0.9 0.1 -0.3
H 0.6548 3.4505 3.3230 0.3 1.1 -1.0

***

3.
98
Properties=species:S:1:pos:R:3:forces:R:3 method="wB97M-V/def2-TZVPD" gap_ev=6.36 homo_ev=-8.33 smiles="CCP(CC)[C@@H]1COC(=O)[C@H]1Br.O=C1C=CC(=O)C=C1.O=C1C=CC(=O)C=C1.O=C1C=CC(=O)C=C1.O=C1C=CC(=O)C=C1.O=C1C=CC(=O)C=C1.O=C1C=CC(=O)C=C1"
C -0.0114 4.1319 2.7310 -0.1 0.0 -0.1
C 0.0335 4.2024 1.1843 0.2 0.3 0.6
P 1.6901 4.3049 0.3764 0.1 -0.3 -0.5
C 2.4520 2.7062 0.9128 0.0 -0.1 0.5
C 3.3738 2.6483 2.1279 0.2 -0.4 -0.1
C 2.4046 5.7516 1.3191 -0.3 0.4 -0.3
C 1.8225 6.9942 0.5723 -0.1 0.0 -0.5
O 2.9206 7.8803 0.2927 -0.3 0.3 0.5
C 3.9714 7.5387 1.0726 0.5 0.3 -0.1
O 4.7578 8.3311 1.5085 -0.4 -0.6 -0.6
C 3.9141 6.0170 1.2631 -0.2 0.4 0.9
Br 4.7981 5.6564 2.9732 0.0 -0.1 -0.3
H 0.9747 4.2388 3.1861 -0.1 -0.1 0.0
H -0.4255 3.1791 3.0665 0.0 0.1 0.0
H -0.6393 4.9281 3.1416 0.0 -0.1 0.0
H -0.4469 3.3169 0.7589 0.0 0.2 -0.1
H -0.5071 5.0892 0.8407 -0.1 -0.2 -0.1
H 1.6096 2.0296 1.1112 0.0 0.1 -0.1
H 2.9754 2.2814 0.0532 0.0 0.2 0.0
H 4.3583 3.0686 1.9181 -0.2 0.1 0.1
H 3.5277 1.5935 2.3710 0.0 0.1 0.1
H 2.9571 3.1291 3.0129 0.1 0.1 -0.1
H 2.0780 5.8478 2.3566 0.1 -0.4 0.0
H 1.0642 7.5145 1.1649 0.3 0.1 0.1
H 1.3738 6.7592 -0.3974 0.1 -0.2 0.1
H 4.4247 5.4891 0.4595 0.1 0.1 0.2
O 2.4449 -0.5525 2.5270 -0.1 0.0 0.0
C 3.0838 -1.2292 3.3047 0.0 0.0 0.0
C 2.4135 -2.0201 4.3668 0.0 0.0 0.0
C 3.1152 -2.7634 5.2176 0.0 0.0 0.0
C 4.5979 -2.8329 5.1393 0.0 0.0 0.0
O 5.2346 -3.5131 5.9118 0.0 0.0 0.0
C 5.2663 -2.0386 4.0765 0.0 0.0 0.0
C 4.5642 -1.2955 3.2257 0.0 0.0 0.0
H 1.3335 -1.9519 4.4033 0.0 0.0 0.0
H 2.6517 -3.3483 6.0019 0.0 0.0 0.0
H 6.3462 -2.1040 4.0402 0.0 0.0 0.0
H 5.0268 -0.7089 2.4416 0.0 0.0 0.0
O 8.0772 1.2044 -3.6846 0.0 0.0 0.0
C 7.2683 1.8985 -3.1110 0.0 0.0 0.0
C 5.9005 2.0995 -3.6539 0.0 0.0 0.0
C 5.0135 2.8623 -3.0224 0.0 0.0 0.0
C 5.3564 3.5421 -1.7521 -0.1 -0.1 0.0
O 4.5393 4.2315 -1.1749 0.1 0.0 -0.1
C 6.7203 3.3458 -1.2050 0.0 0.0 0.0
C 7.6078 2.5825 -1.8356 0.0 0.0 0.0
H 5.6762 1.5897 -4.5820 0.0 0.0 0.0
H 4.0093 3.0247 -3.3920 0.0 0.0 0.0
H 6.9432 3.8534 -0.2744 0.0 0.0 0.0
H 8.6098 2.4208 -1.4595 0.0 0.0 0.0
O -1.2510 -1.8991 -2.1538 0.0 0.0 0.0
C -0.1578 -1.4061 -1.9560 0.0 -0.1 0.1
C 0.6484 -1.7833 -0.7709 0.0 0.0 0.0
C 1.8414 -1.2330 -0.5597 0.0 -0.1 0.0
C 2.4093 -0.2304 -1.4905 -0.1 0.0 0.1
O 3.4922 0.2732 -1.2802 0.1 0.1 -0.1
C 1.5966 0.1492 -2.6749 0.0 0.0 0.0
C 0.4046 -0.3983 -2.8930 0.0 0.0 0.0
H 0.2158 -2.5120 -0.0932 0.0 0.1 -0.2
H 2.4476 -1.4757 0.3030 0.0 0.0 0.0
H 2.0281 0.8893 -3.3369 0.0 0.0 0.0
H -0.2068 -0.1392 -3.7490 0.0 0.0 0.0
O -0.3111 -3.8027 1.4616 0.0 -0.1 0.1
C -0.8984 -4.5120 2.2532 0.0 0.0 0.0
C -2.3797 -4.5411 2.3025 0.0 0.0 0.0
C -3.0230 -5.3148 3.1722 0.0 0.0 0.0
C -2.2839 -6.1809 4.1272 0.0 0.0 0.0
O -2.8671 -6.8854 4.9189 0.0 0.0 0.0
C -0.7983 -6.1494 4.0734 0.0 0.0 0.0
C -0.1565 -5.3754 3.2031 0.0 0.0 0.0
H -2.8953 -3.9029 1.5962 0.0 0.0 0.0
H -4.1032 -5.3545 3.2292 0.0 0.0 0.0
H -0.2817 -6.7892 4.7773 0.0 0.0 0.0
H 0.9239 -5.3358 3.1424 0.0 0.0 0.0
O -4.2642 1.2226 -4.4634 0.0 0.0 0.0
C -4.7711 0.4753 -3.6555 0.0 0.0 0.0
C -6.2482 0.3766 -3.5188 0.0 0.0 0.0
C -6.8033 -0.4433 -2.6308 0.0 0.0 0.0
C -5.9688 -1.2943 -1.7431 0.0 0.0 0.0
O -6.4787 -2.0469 -0.9374 0.0 0.0 0.0
C -4.4973 -1.1954 -1.8805 0.0 0.0 0.0
C -3.9414 -0.3750 -2.7662 -0.1 0.1 0.0
H -6.8339 1.0052 -4.1775 0.0 0.0 0.0
H -7.8766 -0.5310 -2.5125 0.0 0.0 0.0
H -3.9043 -1.8258 -1.2304 0.0 0.0 0.0
H -2.8712 -0.2993 -2.8828 0.0 0.0 0.0
O -7.3011 -6.5761 -4.0951 0.0 0.0 0.0
C -8.0481 -5.6299 -3.9767 0.0 0.0 0.0
C -9.1513 -5.3950 -4.9446 0.0 0.0 0.0
C -9.9699 -4.3544 -4.8194 0.0 0.0 0.0
C -9.8166 -3.3852 -3.7044 0.0 0.0 0.0
O -10.5571 -2.4317 -3.5937 0.0 0.1 0.0
C -8.7184 -3.6222 -2.7353 0.0 0.0 0.0
C -7.8970 -4.6603 -2.8626 0.0 0.0 0.0
H -9.2416 -6.1149 -5.7480 0.0 0.0 0.0
H -10.7778 -4.1603 -5.5134 0.0 0.0 0.0
H -8.6205 -2.9071 -1.9284 0.0 0.0 0.0
H -7.0873 -4.8468 -2.1684 0.0 0.0 0.0

***

4.
14
Properties=species:S:1:pos:R:3:forces:R:3 method="wB97M-V/def2-TZVPD" gap_ev=5.26 homo_ev=-3.18 total_charge=-1 de_lowest_kcal_mol=160.9
C -0.8652 0.1724 0.7285 -2.5 5.7 -0.9
C -1.9476 0.5133 -0.2866 0.7 -2.1 -1.7
S -3.3664 -0.6178 -0.4299 0.2 0.2 0.4
N 0.3542 0.7974 0.5755 -1.6 -3.1 2.8
C 1.3504 0.0478 -0.6549 1.7 -1.9 -3.5
N 1.9152 -1.0678 0.1990 -1.3 0.7 0.1
O 2.2398 0.6199 -1.3325 -0.6 0.9 1.0
H -1.4075 0.0399 1.7099 1.2 -0.4 -0.3
H 0.1866 -0.3888 0.9672 1.6 -0.2 0.3
H -2.2156 1.5375 -0.0445 0.0 0.2 0.6
H -1.4441 0.6184 -1.2716 -0.2 0.0 0.3
H 0.5123 -0.3400 -1.2674 -0.1 0.0 0.4
H 1.7991 -0.8211 1.1784 0.8 -0.2 0.0
H 2.8889 -1.1111 -0.0710 0.1 0.1 0.3

***

5.
9
Properties=species:S:1:pos:R:3:forces:R:3 method="wB97M-V/def2-TZVPD" gap_ev=11.21 homo_ev=-18.55 total_charge=+1 de_lowest_kcal_mol=130.1 smiles="C[C@@H]1O[N+]1=O"
C 0.4815 0.9337 0.2105 3.5 -0.7 -0.6
C 0.0988 -0.3593 -0.4465 1.0 3.3 1.4
O -1.3620 -0.4473 -0.7334 -1.3 -0.4 -0.4
N -0.8066 -1.1492 0.2052 -1.0 -1.5 0.2
O -1.1693 -1.9159 0.9785 -0.2 -0.2 0.3
H -0.2118 1.4531 0.8483 -0.6 -0.2 0.1
H 0.7352 1.5199 -0.7305 0.1 -0.1 1.6
H 1.4743 0.6755 0.8515 -2.1 0.9 -1.7
H 0.7599 -0.7105 -1.1836 0.6 -1.1 -0.9

***

6.
19
Properties=species:S:1:pos:R:3:forces:R:3 method="wB97M-V/def2-TZVPD" gap_ev=7.33 homo_ev=-8.18 de_lowest_kcal_mol=112.5 smiles="ON/C=N/c1cccc2nonc12"
O -4.2497 0.6277 0.1136 -1.2 3.2 5.3
N -3.4981 -0.3978 -0.1641 8.7 6.7 -5.2
C -2.0977 -0.1655 -0.1526 -1.8 -4.2 0.7
N -1.2825 -1.2380 -0.0980 -3.1 3.9 0.3
C 0.0443 -0.9331 0.0495 1.0 -1.3 -1.5
C 0.9088 -2.0048 0.0169 1.5 2.9 0.4
C 2.3399 -1.9280 0.0048 0.1 -0.9 0.9
C 2.9306 -0.7113 0.0470 2.6 -1.2 -0.2
C 2.1312 0.4264 0.0101 -2.4 1.8 0.1
N 2.4659 1.6988 0.0291 -1.3 0.1 -0.2
O 1.2586 2.4060 -0.0236 0.6 -1.3 0.0
N 0.1580 1.5815 -0.0634 1.4 -0.6 0.2
C 0.6484 0.3502 -0.0256 1.7 1.4 0.2
H -4.0631 0.7088 1.1802 -1.4 0.7 -3.5
H -3.8296 -1.1418 0.0992 -4.1 -10.3 3.2
H -2.0061 0.9036 -0.0736 1.2 0.4 -0.2
H 0.5287 -2.9060 0.2351 -1.7 -3.3 0.1
H 2.9253 -2.9095 0.1281 -0.9 1.8 -0.5
H 4.0384 -0.6400 0.0864 -1.0 0.2 0.0

***

7.
53
Properties=species:S:1:pos:R:3:forces:R:3 method="wB97M-V/def2-TZVPD" gap_ev=8.50 homo_ev=-9.37 smiles="O=S1(=O)C[C@H](CCCSC(=S)n2ccnc2)CCO1.FC(F)C(F)(F)COC(F)(F)C(F)F"
O -3.8655 3.2302 4.1592 -0.2 -0.2 -0.3
S -4.4510 4.3416 3.4658 0.9 0.1 0.8
O -4.3239 5.6280 4.0629 -0.5 0.2 -0.3
C -3.8243 4.3368 1.8084 -0.2 -0.6 0.1
C -4.0856 2.9366 1.2160 -0.1 0.9 0.1
C -3.4169 2.8466 -0.1465 -0.3 -0.1 -0.3
C -3.4800 1.4780 -0.8360 0.4 0.1 0.2
C -3.1245 0.2754 0.0506 -0.4 -0.3 -0.5
S -1.4249 -0.2318 -0.2829 0.3 0.4 0.4
C -1.0723 -1.2311 1.0997 -0.1 -0.3 0.0
S -2.1673 -2.0253 1.9820 -0.1 -0.1 0.2
N 0.3084 -1.3326 1.3466 -0.2 0.3 -0.2
C 1.1656 -0.2562 1.4200 1.0 -0.1 0.0
C 2.4025 -0.7917 1.6650 -1.0 0.7 -0.3
N 2.3123 -2.1514 1.7303 0.5 -0.8 0.0
C 1.0635 -2.4653 1.5519 0.0 0.6 0.1
C -5.5974 2.7673 1.1419 0.0 -0.5 0.0
C -6.2671 2.8326 2.5014 -0.5 -0.4 -0.4
O -5.9887 4.0553 3.2171 0.1 0.1 -0.1
H -2.7596 4.5391 1.8727 0.1 0.2 0.1
H -4.3540 5.1068 1.2534 0.1 0.2 0.0
H -3.6827 2.2409 1.9496 0.1 -0.2 -0.1
H -3.9445 3.5473 -0.7997 0.1 0.1 -0.1
H -2.3909 3.2114 -0.1052 0.1 -0.1 0.2
H -4.4589 1.3135 -1.2783 -0.1 0.0 0.1
H -2.7730 1.5104 -1.6656 -0.1 0.0 -0.2
H -3.2409 0.4504 1.1150 0.1 0.1 0.1
H -3.7811 -0.5561 -0.1916 0.0 -0.1 0.0
H 0.8583 0.7649 1.3031 -0.2 0.0 0.0
H 3.3129 -0.2304 1.7688 0.2 -0.2 0.1
H 0.6262 -3.4457 1.5356 0.0 -0.1 0.0
H -6.0432 3.5091 0.4773 0.1 0.2 -0.1
H -5.8358 1.7895 0.7175 -0.1 -0.1 0.0
H -7.3434 2.8264 2.3536 -0.1 0.2 0.2
H -6.0329 1.9581 3.1054 0.3 0.1 0.2
F 6.4748 -1.7862 -1.2384 -0.1 -0.1 -0.1
C 6.1847 -2.8367 -0.4408 0.1 0.3 0.4
F 7.3185 -3.1644 0.2192 -0.1 -0.2 0.0
C 5.6855 -4.0329 -1.2499 0.2 -0.1 -0.5
F 6.6569 -4.4952 -2.0658 0.0 0.1 0.0
F 5.4250 -5.0114 -0.3397 -0.1 0.0 0.1
C 4.3891 -3.8223 -2.0481 -0.7 -0.2 0.1
O 4.5079 -3.5338 -3.4303 0.6 0.0 0.0
C 4.6611 -2.2629 -3.9062 -0.3 -0.1 0.2
F 4.4826 -1.3351 -2.9507 0.1 0.0 0.0
F 3.6950 -2.0663 -4.8343 0.0 0.1 -0.1
C 5.9983 -2.0849 -4.6331 0.1 0.0 -0.1
F 7.0300 -2.3484 -3.8108 0.0 0.0 0.0
F 6.0995 -0.8014 -5.0478 0.0 0.0 0.0
H 5.4239 -2.5345 0.2857 0.0 0.0 0.0
H 3.8826 -4.7854 -2.0342 0.1 -0.1 0.0
H 3.7189 -3.1248 -1.5440 0.2 0.2 0.0
H 6.0460 -2.7523 -5.4957 0.0 0.0 0.0

***

8.
11
Properties=species:S:1:pos:R:3:forces:R:3 method="wB97M-V/def2-TZVPD" gap_ev=11.28 homo_ev=-10.88 de_lowest_kcal_mol=87.3 smiles=N#C[C@H](O)CO
N 0.2832 -1.8149 -0.9751 0.8 0.0 0.6
C 1.2026 -1.8555 -0.2259 -0.6 -0.2 -0.7
C 0.2446 -0.3970 0.4305 -0.1 0.4 0.1
O -0.6660 -0.8238 1.3226 -0.1 -0.1 -0.1
C -0.2127 0.6330 -0.5973 0.0 -0.3 -0.2
O -0.5107 1.8421 0.0571 0.2 0.2 0.1
H 1.1265 -0.0592 0.9714 -0.1 -0.1 -0.1
H -1.4946 -1.0276 0.8635 0.1 0.0 0.1
H -1.1311 0.2913 -1.0811 0.1 0.0 0.1
H 0.5535 0.7417 -1.3730 -0.1 0.0 0.1
H 0.3116 2.3189 0.2242 -0.2 0.0 0.0

***

no.,calculated total energy (eV)
1,-115520.692
2,-95969.881
3,-154233.383
4,-19082.521
5,-7710.315
6,-17404.979
7,-82331.609
8,-8773.908